(1)
Molecular formula: C4H5N
Method: DFT, ωB97M-V/def2-TZVPD

Cartesian coordinates (Å):
C  -0.6678  2.1033  0.5794
C  -0.3054  0.9557  0.5924
C  0.2227  -0.3957  0.5872
C  -0.3316  -1.3658  -0.3804
N  1.1105  -0.6546  -0.5217
H  -1.0040  3.1162  0.5784
H  0.5666  -0.7481  1.5549
H  -1.0867  -0.9428  -1.0476
H  0.4753  -2.0688  -0.6617
H  1.0205  0.0007  -1.2809

**Gap between HOMO and LUMO**: 0.392 Ha
**SMILES string**: C#C[C@H]1CN1
**Charge**: 0
**Energy relative to the best compared isomer or geometry (same formula, charge and spin)**: 463.5 kJ/mol
**LUMO energy**: 1.131 eV

(2)
Molecular formula: C2H5P
Method: DFT, ωB97M-V/def2-TZVPD

Cartesian coordinates (Å):
C  0.2739  -0.3994  0.5220
C  -0.6177  0.2348  -0.4553
P  0.8540  -0.6988  -1.1732
H  0.8865  0.1017  1.1455
H  -0.3041  -1.5291  1.0928
H  -1.6199  -0.1577  -0.9192
H  -0.4168  1.3258  -0.4204
H  1.4422  0.5825  -1.2528

**Gap between HOMO and LUMO**: 0.393 Ha
**Charge**: 0
**Energy relative to the best compared isomer or geometry (same formula, charge and spin)**: 135.2 kJ/mol
**LUMO energy**: 1.167 eV

(3)
Molecular formula: C5H9NO
Method: DFT, ωB97M-V/def2-TZVPD

Cartesian coordinates (Å):
C  0.0106  0.3841  -2.3399
O  -0.7584  0.0023  -1.2308
C  -0.6319  0.7335  0.0022
C  -0.2277  -0.3957  0.9442
C  1.2618  -0.7092  1.1482
C  -0.8427  -0.1821  2.2785
N  -1.2151  0.1326  3.3325
H  0.5448  -0.4833  -2.7539
H  0.7416  1.1437  -2.0479
H  -0.6672  0.7857  -3.0959
H  -1.6224  1.1137  0.2869
H  0.0707  1.5618  -0.1125
H  -0.5808  -1.0849  0.0618
H  1.3557  -1.5196  1.8798
H  1.6812  -1.0723  0.2074
H  1.8645  0.1316  1.5102

**Gap between HOMO and LUMO**: 0.410 Ha
**SMILES string**: COC[C@@H](C)C#N
**Charge**: 0
**Energy relative to the best compared isomer or geometry (same formula, charge and spin)**: 264.7 kJ/mol
**LUMO energy**: 0.820 eV

(4)
Molecular formula: C4H14NOS
Method: DFT, ωB97M-V/def2-TZVPD

Cartesian coordinates (Å):
C  1.0546  0.3523  0.8181
C  0.7918  0.8407  -0.5934
C  -0.0113  0.0054  -1.5550
S  -1.6477  -0.5198  -0.9576
C  -2.0359  -1.6150  -2.3564
N  -0.1796  -0.0814  1.6105
H  1.6912  -0.5346  0.8493
H  1.5816  1.0969  1.3977
H  1.7269  1.0343  -1.0995
H  0.3494  1.8457  -0.5935
H  0.5213  -0.8562  -1.8498
H  -0.2559  0.5659  -2.4333
H  -1.9604  -0.9585  -3.2233
H  -3.0816  -1.8795  -2.2459
H  -1.3786  -2.4564  -2.3380
H  0.0374  -0.7439  2.3319
H  -0.5698  0.7648  2.1006
H  -0.9272  -0.3841  0.9705
H  3.4223  1.3607  2.1011
H  3.8522  1.3289  3.5446
O  3.0957  1.5770  2.9806

**Gap between HOMO and LUMO**: 0.351 Ha
**Charge**: +1
**Energy relative to the best compared isomer or geometry (same formula, charge and spin)**: 83.6 kJ/mol
**LUMO energy**: -3.141 eV

(5)
Molecular formula: C44H52BBrGeMoN3O4Te
Method: DFT, ωB97M-V/def2-TZVPD

Cartesian coordinates (Å):
Mo  -1.9001  -0.0720  0.8638
N  -2.9636  -1.4554  -0.4967
C  -3.3290  -0.6427  -1.6661
C  -3.9141  0.6834  -1.1596
O  -4.8794  1.2021  -1.6958
N  -3.2546  1.1158  -0.0768
C  -3.9894  2.0035  0.7816
C  -4.2661  1.1867  2.0714
O  -5.0578  1.5437  2.9098
O  -3.5571  0.1068  2.1280
H  -2.4061  -2.2576  -0.8176
H  -3.8223  -1.8296  -0.0816
H  -4.0666  -1.1359  -2.3103
H  -2.4208  -0.4462  -2.2382
H  -4.9324  2.3095  0.3101
H  -3.4222  2.9035  1.0460
C  1.4465  6.6454  -0.0741
C  2.3990  5.4790  -0.3763
C  3.4029  5.3179  0.7758
C  3.1820  5.8041  -1.6495
C  1.5786  4.2074  -0.5042
C  0.8583  3.7604  0.5918
C  0.1329  2.5984  0.4847
Br  -0.8367  1.9933  2.0546
C  0.0372  1.7825  -0.6584
O  -0.6053  0.6510  -0.6253
C  0.7262  2.2915  -1.7974
C  1.4810  3.4496  -1.6652
C  0.7396  1.6171  -3.1700
C  2.0917  0.9116  -3.3405
C  -0.3791  0.5912  -3.3472
C  0.5505  2.6662  -4.2806
H  2.0087  7.5708  0.0317
H  0.8933  6.4736  0.8454
H  0.7290  6.7658  -0.8839
H  4.0289  6.2050  0.8511
H  4.0443  4.4565  0.6000
H  2.8991  5.1788  1.7285
H  3.7688  6.7067  -1.4930
H  2.5125  5.9808  -2.4879
H  3.8661  4.9972  -1.9012
H  0.8609  4.2924  1.5292
H  2.0263  3.7797  -2.5295
H  2.2309  0.1797  -2.5475
H  2.9110  1.6244  -3.2909
H  2.1372  0.4026  -4.3016
H  -0.2677  -0.2297  -2.6404
H  -0.3435  0.1867  -4.3584
H  -1.3452  1.0721  -3.2014
H  1.4320  3.2831  -4.4263
H  -0.2914  3.3131  -4.0456
H  0.3472  2.1686  -5.2267
C  1.2035  -3.0744  -3.4041
Te  -0.8794  -3.4289  -2.9513
C  -1.1130  -2.9292  -5.0589
C  0.2238  -3.1391  -5.6923
C  0.3598  -3.2629  -7.0663
C  1.6029  -3.4750  -7.6329
C  2.7248  -3.5622  -6.8259
C  2.5987  -3.4282  -5.4545
C  1.3510  -3.2180  -4.8811
H  1.8215  -3.7839  -2.8608
H  1.4822  -2.0722  -3.0835
H  -1.4340  -1.8919  -5.1610
H  -1.8723  -3.5557  -5.5217
H  -0.5181  -3.1998  -7.6943
H  1.6933  -3.5770  -8.7040
H  3.6977  -3.7395  -7.2603
H  3.4700  -3.4940  -4.8189
B  0.7553  -3.8147  0.3297
C  0.0815  -2.4582  0.5104
N  -0.5150  -1.4833  0.7712
H  0.3632  -4.4435  1.2720
H  0.3211  -4.3202  -0.6802
H  1.9396  -3.7030  0.3113
C  -3.1646  -2.9416  2.8361
Ge  -1.7764  -1.5327  3.2183
C  -2.2997  -0.6176  4.9366
C  -2.6094  0.7235  5.0701
C  -3.0003  1.2377  6.2941
C  -3.0937  0.4072  7.3958
C  -2.7692  -0.9324  7.2769
C  -2.3632  -1.4395  6.0564
C  -0.0792  -2.5504  3.6546
C  -0.1563  -3.9036  3.8661
C  0.9934  -4.6796  4.0743
C  2.2333  -4.1144  3.9983
C  2.3679  -2.7303  3.7690
C  3.6310  -2.1124  3.6556
C  3.7396  -0.7700  3.4252
C  2.5856  0.0263  3.3525
C  1.3516  -0.5471  3.4757
C  1.1965  -1.9368  3.6378
H  -3.3911  -3.5030  3.7389
H  -2.8247  -3.6349  2.0676
H  -4.0802  -2.4529  2.5095
H  -2.5735  1.3811  4.2130
H  -3.2363  2.2878  6.3786
H  -3.4315  0.7990  8.3421
H  -2.8451  -1.5891  8.1313
H  -2.0956  -2.4852  5.9672
H  -1.1195  -4.3911  3.8713
H  0.8842  -5.7387  4.2562
H  3.1237  -4.7175  4.0941
H  4.5160  -2.7261  3.7482
H  4.7114  -0.3102  3.3191
H  2.6829  1.0930  3.2057
H  0.4594  0.0697  3.4832

**Gap between HOMO and LUMO (spin up / spin down)**: 0.276 / 0.175 Ha
**2S+1**: 4
**<S²>**: 3.768
**Charge**: 0
**Energy relative to the best compared isomer or geometry (same formula, charge and spin)**: 56.8 kJ/mol
**LUMO energy (spin up / spin down)**: -0.581 / -3.337 eV

(6)
Molecular formula: C19H49N5O7
Method: DFT, ωB97M-V/def2-TZVPD

Cartesian coordinates (Å):
C  -9.6018  -5.1865  -2.9361
O  -8.8840  -4.1202  -2.2286
C  -7.4385  -4.1244  -2.4483
C  -6.6276  -2.8695  -1.9246
N  -6.7408  -2.6992  -0.5004
C  -5.9174  -1.4808  0.0310
C  -6.4388  -0.1250  -0.4281
O  -5.5213  0.8801  -0.1103
C  -6.0016  2.1657  -0.5460
H  -9.7579  -4.7471  -3.9213
H  -10.5700  -5.4483  -2.5092
H  -8.9712  -6.0651  -3.0719
H  -7.4153  -4.0127  -3.5323
H  -6.9298  -5.0735  -2.2794
H  -6.9110  -1.9361  -2.4110
H  -5.5683  -3.0920  -2.0529
H  -7.7202  -2.7245  -0.2551
H  -4.8800  -1.5489  -0.2966
H  -5.8436  -1.5892  1.1130
H  -7.3149  0.0872  0.1847
H  -6.7412  0.0349  -1.4631
H  -5.9079  2.3309  -1.6193
H  -5.4267  3.0156  -0.1782
H  -7.0126  2.3193  -0.1687
C  4.7239  1.3127  -3.4509
O  3.3307  1.3312  -3.5682
C  2.8290  0.1234  -4.2556
C  1.2722  0.0387  -4.1479
N  0.7181  1.3486  -4.5102
C  -0.7413  1.2607  -4.6545
C  -1.2018  2.4399  -5.4820
O  -0.5294  2.1297  -6.7538
C  -0.5754  3.1202  -7.6635
H  5.0208  2.1102  -2.7697
H  5.3507  1.2180  -4.3376
H  4.9042  0.4948  -2.7534
H  3.2951  -0.7169  -3.7409
H  3.0805  0.1516  -5.3158
H  0.9177  -0.2238  -3.1512
H  0.9030  -0.8471  -4.6647
H  1.2527  1.7760  -5.2529
H  -1.2133  1.2283  -3.6725
H  -0.9410  0.3273  -5.1807
H  -0.9504  3.4281  -5.0967
H  -2.2862  2.4567  -5.5912
H  -0.2374  2.7288  -8.6230
H  -0.0019  4.0032  -7.3814
H  -1.5876  3.4937  -7.8181
C  3.4731  -3.3224  7.0141
O  3.8406  -2.3249  7.9614
C  4.0034  -0.9952  7.4553
C  4.8658  -0.6949  6.2487
N  6.3139  -1.0807  6.4340
C  7.2336  -0.5950  5.4318
C  7.2938  0.9277  5.3642
O  6.3936  1.4963  4.3989
C  6.3452  2.8688  4.4926
H  4.1486  -3.5774  6.1976
H  2.4128  -3.1717  6.8111
H  3.4260  -4.2774  7.5375
H  4.4285  -0.3536  8.2271
H  2.9996  -0.6563  7.1990
H  4.7791  0.3701  6.0333
H  4.5078  -1.2330  5.3710
H  6.6301  -0.6252  7.2782
H  6.9432  -1.0271  4.4742
H  8.2344  -0.9239  5.7115
H  8.3260  1.1988  5.1422
H  7.2425  1.4317  6.3293
H  7.2707  3.4139  4.3072
H  6.0703  3.1560  5.5075
H  5.5768  3.2120  3.7999
N  0.2731  2.3797  0.6383
C  1.1596  2.2736  1.6120
N  2.3386  2.1300  1.1538
O  0.8642  2.3896  2.7602
H  -0.6926  2.4503  0.9256
H  0.3858  2.1531  -0.3395
H  2.5624  2.1439  0.1690
H  3.1593  2.1391  1.7424

**Gap between HOMO and LUMO**: 0.333 Ha
**SMILES string**: COCCNCCOC.COCCNCCOC.COCCNCCOC.NC(N)=O
**Charge**: 0
**Energy relative to the best compared isomer or geometry (same formula, charge and spin)**: 351.8 kJ/mol
**LUMO energy**: 0.410 eV

(7)
Molecular formula: C11H18N3
Method: DFT, ωB97M-V/def2-TZVPD

Cartesian coordinates (Å):
C  -2.4338  -0.3592  -0.2180
C  -1.7315  1.0002  1.5062
C  -1.3662  -1.1480  -0.0594
C  -2.6930  0.7973  0.5557
C  -0.5372  0.2521  1.5229
C  0.8777  -1.5478  0.9792
C  -3.8964  1.6358  0.4285
C  2.5108  -0.9898  -1.9817
C  1.0914  1.1025  -1.5309
C  3.0557  0.4962  -0.0579
C  2.3003  0.2010  -1.0823
N  1.0516  -2.5960  0.2725
N  -0.3000  -0.7911  0.6651
N  0.4680  0.5455  2.3545
H  -3.2488  -0.6857  -0.7133
H  -1.7877  1.7943  2.2875
H  -1.2895  -1.9776  -0.6450
H  -4.0020  2.5934  1.1053
H  -4.8750  1.1315  0.5924
H  -3.8988  1.8712  -0.6018
H  3.2581  -1.7051  -1.6078
H  2.8616  -0.6572  -2.9742
H  1.5404  -1.4344  -2.0338
H  1.3946  1.7805  -2.2998
H  0.7587  1.7554  -0.7252
H  0.2959  0.5567  -1.9508
H  2.8961  1.4591  0.5827
H  1.8791  -3.2058  0.4997
H  3.8047  -0.0988  0.4036
H  0.4882  -2.9389  -0.5484
H  0.1819  1.1766  3.0525
H  1.3451  -0.0138  2.2217

**Gap between HOMO and LUMO**: 0.303 Ha
**Charge**: +1
**Energy relative to the best compared isomer or geometry (same formula, charge and spin)**: 254.8 kJ/mol
**LUMO energy**: -4.096 eV

Number 6 is which compound? C19H49N5O7

Which formula does entry 2 have? C2H5P